A structure of composition C27H24N6PbSe2. Source: OMol25; level of theory: ωB97M-V with the def2-TZVPD basis set.

XYZ file:
```
60
C27H24N6PbSe2 ωB97M-V with the def2-TZVPD basis set
Pb 0.3552 -0.0235 0.1773
C -0.5881 -1.6271 4.0302
C -0.8539 -0.2135 3.5814
C -2.1027 0.1676 3.0932
C -2.3509 1.4803 2.7125
C -1.3471 2.4353 2.7939
C -0.0972 2.0670 3.2711
C 0.1387 0.7581 3.6661
H 0.4652 -1.8859 3.9219
H -1.1752 -2.3455 3.4574
H -0.8514 -1.7576 5.0818
H -2.8928 -0.5723 3.0231
H -3.3338 1.7600 2.3542
H -1.5365 3.4550 2.4850
H 0.6983 2.7991 3.3305
H 1.1179 0.4740 4.0352
Se 0.6084 1.8432 -2.9288
Se -0.1808 3.4624 -1.4206
C -1.9695 2.7439 -1.3600
C -3.0105 3.5509 -1.8043
C -4.3011 3.0504 -1.7243
C -4.4948 1.7761 -1.2216
C -3.3838 1.0466 -0.8248
N -2.1394 1.5156 -0.8873
C 2.3243 1.6118 -2.0893
C 3.4303 2.2498 -2.6254
C 4.6573 2.0914 -1.9950
C 4.7359 1.2909 -0.8689
C 3.5781 0.6820 -0.4093
N 2.3998 0.8509 -1.0084
H -2.8076 4.5351 -2.2011
H -5.1407 3.6442 -2.0614
H -5.4832 1.3450 -1.1439
H -3.4946 0.0410 -0.4343
H 3.3209 2.8561 -3.5125
H 5.5356 2.5939 -2.3786
H 5.6692 1.1299 -0.3488
H 3.5794 0.0301 0.4547
N 0.7103 -1.6622 -2.5158
C -0.1370 -1.3950 -1.6108
H 0.2800 -2.2534 -3.2405
C -1.6106 -1.8194 -1.6405
C -1.9459 -2.8781 -2.6528
C -2.0669 -4.2128 -2.2804
C -2.3852 -5.1874 -3.2149
C -2.5809 -4.8407 -4.5445
C -2.4435 -3.5154 -4.9331
C -2.1295 -2.5435 -3.9926
H -2.1798 -0.9056 -1.8476
H -1.9090 -2.1407 -0.6363
H -1.9054 -4.4917 -1.2453
H -2.4801 -6.2197 -2.9044
H -2.8407 -5.5982 -5.2722
H -2.5872 -3.2370 -5.9692
H -2.0320 -1.5069 -4.2980
N 2.1022 -5.5979 2.9576
C 2.3973 -4.5098 2.7037
N 2.7933 -3.2707 2.4960
C 2.2629 -2.4065 1.7531
N 1.8540 -1.4999 1.1292
```

The calculation puts the highest occupied orbital energy at -7.472 eV. Its total energy is -6367.4784 a.u. As for the max |F|: 0.6 eV/A. The value obtained for the orbital gap is 6.6 eV. As for the energy relative to the best compared isomer or geometry (same formula, charge and spin): 0.0000 eV.